[1]
Molecular formula: C36H72O18S7
Method: DFT, ωB97M-V/def2-TZVPD

SMILES string   O=S1(=O)CCCC1.O=S1(=O)CCCC1.O=S1(=O)CCCC1.O=S1(=O)CCCC1.O=S1(=O)CCCC1.O=S1(=O)CCCC1.O=S1(=O)CCCC1.CCOC(C)=O.CCOC(C)=O
LUMO   0.2 eV
DFT total energy   -151198.0901 eV
Energy relative to the best compared isomer or geometry (same formula, charge and spin)   0.3244 eV
Multiplicity   1

Last column: Mulliken charge in e.
Atoms and positions in Å:
O (-1.265, 3.318, -1.881)  -0.40
C (-2.080, 3.079, -2.684)  0.69
O (-2.158, 1.992, -3.480)  -0.36
C (-1.037, 1.051, -3.483)  0.88
C (-1.550, -0.238, -4.118)  -1.06
C (-3.168, 4.050, -3.073)  -1.18
H (-0.828, 0.817, -2.414)  -0.44
H (-0.178, 1.528, -3.951)  0.15
H (-0.813, -1.090, -4.016)  0.18
H (-1.741, -0.109, -5.149)  0.61
H (-2.478, -0.628, -3.682)  -0.02
H (-2.802, 4.798, -3.804)  0.30
H (-3.528, 4.671, -2.259)  0.33
H (-4.047, 3.494, -3.457)  0.34
O (3.783, 3.444, -0.859)  -0.61
C (2.642, 3.632, -1.165)  0.75
O (2.211, 3.549, -2.455)  -0.19
C (3.251, 3.373, -3.481)  0.09
C (2.719, 3.736, -4.847)  -1.38
C (1.512, 4.078, -0.282)  -0.33
H (3.649, 2.348, -3.479)  0.00
H (4.090, 3.977, -3.199)  0.46
H (2.164, 4.672, -4.917)  0.34
H (2.119, 2.893, -5.284)  0.23
H (3.556, 3.693, -5.543)  0.42
H (1.636, 3.962, 0.805)  0.01
H (0.611, 3.525, -0.611)  -0.07
H (1.357, 5.134, -0.466)  0.41
C (3.148, -4.739, 3.390)  -0.83
C (3.152, -3.611, 2.346)  0.21
C (4.004, -4.087, 1.204)  -0.21
S (3.583, -5.766, 1.008)  1.15
O (4.784, -6.530, 1.149)  -0.73
O (2.760, -6.006, -0.159)  -0.60
C (2.648, -5.978, 2.506)  -0.75
H (2.586, -4.519, 4.320)  0.41
H (4.180, -4.997, 3.772)  0.31
H (3.558, -2.729, 2.828)  0.44
H (2.210, -3.370, 1.866)  -0.59
H (5.094, -4.103, 1.386)  0.46
H (3.686, -3.536, 0.299)  -0.10
H (2.974, -6.949, 2.901)  0.52
H (1.576, -5.799, 2.315)  0.23
C (-6.351, -0.985, -1.802)  -0.95
C (-5.423, -2.226, -1.810)  -0.12
C (-4.938, -2.496, -0.466)  -0.20
S (-4.679, -0.817, 0.206)  1.18
O (-3.404, -0.301, -0.273)  -0.34
O (-4.889, -0.830, 1.638)  -0.86
C (-6.073, -0.085, -0.586)  -0.74
H (-7.349, -1.336, -1.939)  0.29
H (-6.221, -0.370, -2.728)  0.31
H (-4.577, -1.970, -2.486)  -0.25
H (-5.956, -3.040, -2.318)  0.55
H (-4.010, -3.020, -0.490)  -0.24
H (-5.515, -3.028, 0.276)  0.44
H (-5.962, 0.995, -0.702)  0.49
H (-6.848, -0.145, 0.209)  0.41
C (-2.873, 3.490, 2.271)  -0.02
C (-3.642, 2.373, 3.035)  -0.14
C (-5.097, 2.851, 3.282)  -0.98
S (-5.558, 3.693, 1.733)  0.97
O (-6.276, 4.880, 2.163)  -0.71
O (-6.102, 2.670, 0.853)  -0.54
C (-3.805, 4.041, 1.160)  -0.22
H (-2.038, 3.048, 1.816)  -0.05
H (-2.415, 4.345, 2.834)  0.16
H (-3.184, 2.164, 4.004)  0.44
H (-3.695, 1.467, 2.441)  -0.11
H (-5.074, 3.654, 4.008)  0.40
H (-5.845, 2.118, 3.587)  0.47
H (-3.604, 5.096, 0.913)  0.50
H (-3.640, 3.531, 0.188)  -0.21
C (-0.799, -4.791, -4.074)  -0.89
C (0.365, -5.011, -3.106)  -0.07
C (-0.248, -5.757, -1.862)  -0.59
S (-2.015, -5.334, -1.832)  0.99
O (-2.334, -4.502, -0.698)  -0.60
O (-2.916, -6.448, -2.122)  -0.72
C (-1.933, -4.233, -3.275)  -0.13
H (-1.167, -5.766, -4.428)  0.33
H (-0.468, -4.186, -4.933)  0.33
H (0.858, -4.066, -2.825)  -0.13
H (1.207, -5.690, -3.477)  0.37
H (0.292, -5.687, -0.900)  0.11
H (-0.235, -6.816, -2.112)  0.54
H (-1.690, -3.200, -2.902)  -0.25
H (-2.909, -4.285, -3.699)  0.65
C (6.090, 1.059, -1.614)  -0.55
C (4.749, 0.284, -1.917)  -0.27
C (4.589, -0.751, -0.817)  0.85
S (5.039, 0.113, 0.721)  1.10
O (5.764, -0.769, 1.633)  -0.75
O (3.876, 0.801, 1.332)  -0.46
C (5.938, 1.364, -0.150)  -0.85
H (6.120, 2.032, -2.150)  0.28
H (6.986, 0.461, -1.908)  0.35
H (4.738, -0.268, -2.841)  0.65
H (3.926, 0.990, -1.887)  -0.46
H (5.177, -1.704, -1.005)  0.40
H (3.579, -1.166, -0.756)  -1.10
H (6.903, 1.333, 0.354)  0.51
H (5.391, 2.310, 0.065)  0.31
C (1.179, 4.242, 6.018)  -0.73
C (2.396, 3.338, 5.892)  -0.41
C (2.499, 2.925, 4.470)  -0.91
S (0.752, 2.755, 3.859)  1.41
O (0.272, 1.404, 3.907)  -0.79
O (0.608, 3.515, 2.631)  -0.69
C (0.010, 3.579, 5.256)  -0.88
H (1.277, 5.271, 5.673)  0.29
H (0.972, 4.257, 7.056)  0.37
H (2.257, 2.418, 6.497)  0.29
H (3.382, 3.853, 6.195)  0.30
H (3.078, 2.043, 4.201)  0.42
H (2.831, 3.792, 3.813)  0.31
H (-0.518, 2.811, 5.831)  0.44
H (-0.895, 4.115, 5.021)  0.41
C (-0.238, -1.288, 1.701)  -1.07
C (-0.226, 0.075, 1.036)  1.58
C (0.849, -0.053, -0.013)  -0.32
S (0.718, -1.784, -0.574)  0.93
O (1.956, -2.498, -0.313)  -0.37
O (0.334, -1.800, -1.965)  -0.52
C (-0.444, -2.345, 0.597)  0.45
H (-1.068, -1.261, 2.420)  0.58
H (0.683, -1.476, 2.218)  0.20
H (0.066, 0.830, 1.732)  -0.65
H (-1.161, 0.302, 0.546)  -0.26
H (1.883, 0.015, 0.398)  -0.56
H (0.719, 0.535, -0.878)  0.39
H (-0.101, -3.380, 0.904)  0.38
H (-1.461, -2.300, 0.141)  -0.55

[2]
Molecular formula: C29H32CoN10O3SSe
Method: DFT, ωB97M-V/def2-TZVPD

LUMO (alpha / beta)   -5.1 / -5.1 eV
DFT total energy   -165434.8395 eV
Energy relative to the best compared isomer or geometry (same formula, charge and spin)   0.1093 eV
Net charge   +2
Multiplicity   2

Last column: Löwdin spin population.
Atoms and positions in Å:
Co (1.141, 0.262, -0.201)  0.94
C (2.287, 2.181, -4.335)  0.00
N (3.152, 1.209, -3.667)  0.00
C (4.456, 1.018, -4.293)  0.00
C (2.756, 0.620, -2.550)  0.00
O (1.652, 0.870, -2.024)  0.00
C (3.674, -0.388, -1.858)  0.00
O (2.947, -1.135, -0.898)  0.03
C (2.397, -2.362, -1.360)  0.00
C (0.871, -2.354, -1.269)  0.00
O (0.268, -1.320, -0.918)  0.00
N (0.222, -3.469, -1.554)  0.00
C (-1.229, -3.548, -1.366)  0.00
C (0.883, -4.699, -1.981)  0.00
H (2.120, 1.863, -5.364)  0.00
H (1.340, 2.249, -3.815)  0.00
H (2.775, 3.156, -4.344)  0.00
H (4.329, 0.608, -5.295)  0.00
H (4.957, 1.982, -4.373)  0.00
H (5.092, 0.355, -3.718)  0.00
H (4.161, -1.057, -2.566)  0.00
H (4.453, 0.156, -1.320)  0.00
H (2.698, -2.554, -2.392)  0.00
H (2.792, -3.169, -0.740)  0.00
H (-1.577, -2.711, -0.768)  0.00
H (-1.732, -3.543, -2.333)  0.00
H (-1.457, -4.481, -0.853)  0.00
H (1.797, -4.497, -2.532)  0.00
H (1.106, -5.341, -1.128)  0.00
H (0.210, -5.233, -2.649)  0.00
Se (-0.278, 7.618, 1.096)  0.00
N (1.111, 6.553, 1.391)  0.00
C (0.772, 5.360, 0.981)  0.00
C (1.665, 4.208, 1.043)  0.00
C (2.958, 4.272, 1.559)  0.00
C (3.727, 3.128, 1.586)  0.00
C (3.193, 1.950, 1.080)  0.00
N (1.965, 1.879, 0.574)  -0.01
C (1.196, 2.985, 0.565)  0.00
C (-0.167, 2.842, 0.045)  0.00
N (-0.528, 1.609, -0.337)  0.04
C (-1.749, 1.416, -0.810)  0.00
C (-2.679, 2.450, -0.923)  0.00
C (-2.319, 3.718, -0.527)  0.00
C (-1.032, 3.930, -0.024)  0.00
C (-0.557, 5.225, 0.449)  0.00
N (-1.280, 6.312, 0.430)  0.00
H (3.330, 5.215, 1.939)  0.00
H (4.729, 3.132, 1.990)  0.00
H (3.765, 1.030, 1.086)  0.00
H (-2.003, 0.402, -1.094)  0.00
H (-3.666, 2.241, -1.308)  0.00
H (-3.007, 4.551, -0.588)  0.00
N (-1.799, -0.806, 4.039)  0.00
C (-0.586, -0.937, 3.454)  0.00
C (-0.352, -0.327, 2.197)  0.00
N (0.810, -0.456, 1.596)  -0.01
C (1.787, -1.153, 2.215)  0.00
C (1.550, -1.702, 3.455)  0.00
N (0.375, -1.608, 4.075)  0.00
H (-2.591, -0.714, 3.415)  0.00
H (-1.942, -1.339, 4.882)  0.00
H (-1.118, 0.257, 1.713)  0.00
H (2.736, -1.249, 1.707)  0.00
H (2.333, -2.240, 3.977)  0.00
S (-3.527, -1.091, 1.001)  0.00
C (-4.718, -2.108, 1.649)  0.00
N (-6.022, -1.905, 1.318)  0.00
C (-7.066, -2.639, 1.773)  0.00
C (-6.850, -3.671, 2.629)  0.00
C (-5.522, -3.941, 3.013)  0.00
C (-4.486, -3.186, 2.536)  0.00
H (-6.195, -1.135, 0.685)  0.00
H (-8.042, -2.348, 1.415)  0.00
H (-7.678, -4.257, 2.996)  0.00
H (-5.321, -4.757, 3.695)  0.00
H (-3.464, -3.384, 2.823)  0.00